A molecular structure, C23H43IrN7O2SbSi3, computed with wB97M-V/def2-TZVPD.

Each line ends with the Löwdin spin population.
Positions of all 80 atoms, in Å:
Ir 1.01296 -0.41828 -0.89256  1.68
C -2.45380 1.69697 -0.37201  0.09
Sb -0.39725 1.47265 0.08413  0.53
C -0.36235 -0.37928 -2.39914  0.65
C -1.61922 -1.09517 -2.47704  0.06
C -2.62876 -0.74747 -3.39528  0.09
C -3.82034 -1.44592 -3.42366  0.00
C -4.01143 -2.49933 -2.54386  0.10
C -2.98163 -2.79469 -1.66388  0.00
N -1.83540 -2.12246 -1.61810  0.09
Si 0.36548 0.65665 -3.85651  0.11
C 1.58212 1.90761 -3.18979  0.03
C -0.85459 1.70487 -4.80010  0.03
C 1.14470 -0.58959 -4.98310  0.02
C -0.05761 1.04824 2.14598  0.08
C 1.22069 0.24107 2.21883  0.01
C 1.85887 0.10363 3.45668  0.00
C 3.05863 -0.55839 3.58327  0.00
C 3.64946 -1.11214 2.45347  0.01
C 2.98080 -0.99762 1.26640  0.02
N 1.79391 -0.34939 1.13181  0.05
Si -1.52175 0.04468 2.91351  0.01
C -1.87840 -1.38023 1.76704  0.00
C -1.03378 -0.71116 4.53631  0.01
C -2.99775 1.13371 3.15881  0.00
Si 0.21246 2.81929 2.92883  0.02
C 0.06129 2.83083 4.77828  0.00
C 1.90129 3.36283 2.37526  0.01
C -1.05158 3.97687 2.18922  0.02
H -2.52933 1.83958 -1.44959  0.00
H -2.84099 2.56976 0.14984  0.00
H -2.98587 0.79424 -0.07472  0.02
H -2.48095 0.07721 -4.06990  0.00
H -4.59588 -1.16667 -4.12619  0.00
H -4.92486 -3.07740 -2.53694  0.01
H -3.08328 -3.61299 -0.95780  0.00
H 1.04448 2.77649 -2.79509  0.00
H 2.18314 2.27126 -4.03080  0.00
H 2.28518 1.55697 -2.43248  0.01
H -1.51848 2.29430 -4.16027  0.00
H -1.45965 1.15874 -5.52587  0.00
H -0.23680 2.41405 -5.36251  0.00
H 1.93507 -1.15794 -4.48273  0.00
H 1.58842 -0.09526 -5.85296  0.00
H 0.39195 -1.29655 -5.34326  0.00
H 1.38898 0.54277 4.32532  0.00
H 3.53608 -0.63904 4.55207  0.00
H 4.60247 -1.62116 2.49344  0.00
H 3.38716 -1.43201 0.36437  0.00
H -0.97306 -1.98579 1.65254  0.00
H -2.20903 -1.08987 0.76624  0.00
H -2.65321 -2.02296 2.19692  0.00
H -0.18748 -1.39570 4.44696  0.00
H -1.89332 -1.29723 4.88094  0.00
H -0.80882 0.01858 5.31695  0.00
H -3.39435 1.55775 2.23437  0.00
H -2.77777 1.95396 3.84698  0.00
H -3.79526 0.53689 3.61321  0.00
H 0.99967 2.56745 5.27341  0.00
H -0.72508 2.17302 5.15129  0.00
H -0.19376 3.84775 5.09483  0.00
H 2.70277 2.79209 2.85128  0.00
H 2.05610 4.41695 2.62529  0.00
H 2.02047 3.27027 1.28913  0.01
H -2.08170 3.64300 2.33048  0.00
H -0.88779 4.16591 1.12072  0.01
H -0.95301 4.94891 2.68375  0.00
N 0.51706 -2.83943 -0.28122  0.10
N 1.33825 -3.70886 -1.00613  0.01
C 2.29448 -3.21546 -1.80166  0.01
N 3.04292 -4.04328 -2.50861  0.00
N 2.39063 -1.87242 -1.77417  0.05
N 3.48133 -1.24087 -2.33789  0.00
O 4.25845 -1.81951 -3.06648  0.01
O 3.56817 -0.06403 -2.02578  0.03
H 0.44351 -3.16030 0.67687  0.00
H -0.41934 -2.74443 -0.73638  0.00
H 1.09843 -4.68766 -1.05825  0.00
H 2.94619 -5.04147 -2.41923  0.00
H 3.77071 -3.65840 -3.09308  0.00

Force components x, y, z for each atom (eV/Å):
Ir -0.1 0.4 -0.4
C 0.0 0.0 0.0
Sb 0.0 -0.4 -0.1
C -0.3 -0.4 0.2
C 0.1 0.3 0.0
C 0.0 0.0 -0.1
C 0.0 0.1 0.0
C 0.0 -0.1 0.0
C 0.1 0.0 0.0
N 0.2 -0.2 0.1
Si 0.2 0.1 0.1
C 0.1 0.1 0.1
C -0.3 0.0 0.0
C 0.2 -0.2 -0.1
C 0.4 -0.1 0.0
C -0.1 0.0 -0.2
C 0.0 0.1 0.1
C 0.0 0.0 0.1
C 0.1 0.0 0.1
C -0.3 0.1 0.0
N 0.1 -0.3 0.0
Si 0.1 0.0 0.0
C -0.1 -0.1 -0.2
C 0.1 0.0 0.2
C -0.2 0.1 0.0
Si 0.0 -0.1 -0.1
C 0.0 0.0 0.2
C 0.2 0.1 0.0
C -0.1 0.0 -0.1
H 0.0 0.0 0.1
H 0.0 0.0 0.0
H 0.0 0.0 0.0
H 0.0 0.1 0.0
H 0.0 0.0 0.0
H 0.0 0.0 0.0
H 0.0 0.0 0.0
H 0.0 0.0 0.0
H 0.0 0.0 0.1
H -0.1 0.2 -0.1
H 0.1 0.0 -0.1
H 0.0 0.0 0.0
H -0.1 0.0 0.0
H -0.1 0.0 -0.1
H 0.0 -0.1 0.1
H 0.1 0.0 0.0
H 0.0 0.0 0.0
H 0.0 0.0 0.0
H 0.0 0.0 0.0
H 0.0 0.0 0.0
H -0.1 0.0 0.1
H 0.0 -0.1 0.1
H 0.1 0.0 0.0
H -0.1 0.0 0.0
H 0.1 0.0 0.0
H 0.0 -0.1 0.0
H 0.0 0.0 0.1
H -0.1 0.0 0.0
H 0.0 0.0 0.0
H -0.1 0.0 0.0
H 0.0 0.1 0.0
H 0.1 -0.1 0.0
H 0.0 0.1 0.0
H 0.0 -0.1 0.0
H 0.0 0.0 0.1
H 0.0 0.1 0.0
H 0.0 0.0 0.1
H 0.0 -0.1 0.0
N -0.4 0.1 -0.1
N 0.0 0.0 0.0
C 0.0 0.0 0.0
N 0.0 0.0 0.0
N 0.2 0.2 -0.1
N 0.3 0.2 0.0
O -0.1 0.0 0.0
O 0.1 -0.3 0.1
H 0.1 0.1 0.0
H -0.1 0.0 0.1
H -0.1 0.0 -0.1
H 0.0 0.0 0.0
H 0.0 0.0 0.0

## Properties
HOMO energy (alpha / beta) (eV): -12.622 / -14.729
Total charge: +2
Maximum force (hartree/bohr): 0.0113
Multiplicity: 5
<S²>: 6.04
Frontier orbital gap (alpha / beta) (eV): 7.21 / 6.98

A molecular structure, C42H37N8O6PS5Sr at a distorted geometry, computed with wB97M-V/def2-TZVPD.

Each line ends with the Mulliken charge.
Positions of all 100 atoms, in Å:
Sr -0.47077 0.28870 1.40144  1.47
N -3.50784 3.26095 -1.26883  -0.43
C -2.50706 2.36216 -0.92306  0.30
S -2.63402 0.68057 -0.72731  -0.39
N -1.37932 3.07737 -0.81590  -1.59
N -0.34103 2.50976 -0.19939  1.58
C 0.82468 3.02711 -0.47339  -1.76
C 2.00479 2.38470 0.08825  1.37
C 3.08554 2.58540 -0.77568  -1.22
C 4.34852 2.08002 -0.43807  -0.91
C 4.39636 1.26605 0.66625  -1.02
C 3.19241 0.95097 1.54022  0.70
N 1.94395 1.54295 1.11519  1.09
H -4.45115 2.94543 -1.33937  0.21
H -3.27119 4.23294 -1.14220  0.22
H 1.00028 3.87770 -1.14216  0.21
H 2.93757 3.22137 -1.62534  0.31
H 5.20740 2.32000 -1.05752  0.39
H 5.33574 0.77931 0.92132  0.17
H 3.01711 -0.14383 1.51259  -0.33
O 2.08170 -3.46960 0.85356  -0.78
S 0.94513 -2.63867 0.48188  1.57
O 1.34050 -1.28567 -0.09072  -0.04
O -0.20894 -2.37722 1.40469  -0.69
C 0.38135 -3.74664 -0.91463  -0.26
C 0.73688 -5.09886 -0.72978  -1.01
C 0.24446 -6.05093 -1.59049  -0.41
C -0.46624 -5.67996 -2.72314  -0.94
C -0.46428 -4.31547 -3.06238  -0.24
C -0.19606 -3.34750 -2.10464  0.43
P -0.17788 -1.63564 -2.63896  0.66
C 1.10207 -1.47609 -3.88143  0.57
C 2.39034 -1.31079 -3.31061  -0.54
C 3.49736 -1.39555 -4.14459  -0.54
C 3.34688 -1.70661 -5.49817  -0.72
C 2.07523 -1.77215 -6.02938  -0.52
C 0.92916 -1.64393 -5.25993  -0.39
C -1.71525 -1.42545 -3.56795  0.86
C -1.76532 -0.35864 -4.47356  -1.07
C -2.92346 -0.12453 -5.18617  -0.60
C -4.06996 -0.91047 -5.02015  -0.75
C -4.00114 -1.95717 -4.09339  -0.54
C -2.82418 -2.23340 -3.39637  -0.60
H 1.36193 -5.36188 0.09953  0.54
H 0.46638 -7.11218 -1.37602  0.31
H -0.93376 -6.41983 -3.37021  0.39
H -0.74727 -3.96289 -4.05424  0.44
H 2.46490 -1.11087 -2.23473  0.31
H 4.46897 -1.19621 -3.73224  0.47
H 4.21840 -1.93738 -6.09596  0.35
H 1.97122 -1.95861 -7.08973  0.36
H -0.05420 -1.65849 -5.75711  0.34
H -0.90500 0.30734 -4.59501  0.57
H -2.91491 0.71123 -5.88541  0.36
H -4.95152 -0.73379 -5.60076  0.42
H -4.84661 -2.56997 -3.83036  0.39
H -2.78439 -3.09018 -2.72721  0.38
C 5.19638 -0.77999 3.31123  -1.00
N 4.91911 0.65217 3.36047  0.57
C 5.78705 1.62724 3.75921  -1.09
C 5.07742 2.79064 3.84764  -0.33
N 3.79739 2.58718 3.41150  0.86
C 3.58325 1.21505 3.08854  -0.93
S 2.68811 0.50076 4.65332  -0.34
C 2.79838 3.55119 3.35800  0.66
C 3.11702 4.88236 2.99017  -0.98
C 2.11125 5.82419 2.93721  -0.45
C 0.79817 5.42981 3.18162  -0.77
C 0.56223 4.08293 3.51657  -0.27
N 1.54439 3.17889 3.63641  0.10
H 5.74434 -1.09951 4.24846  0.32
H 5.78347 -1.02848 2.40721  0.29
H 4.23760 -1.33355 3.27869  0.34
H 6.83080 1.47678 3.90315  0.47
H 5.42330 3.77711 4.09079  0.45
H 4.15581 5.14868 2.79853  0.36
H 2.36125 6.84093 2.61972  0.33
H -0.03069 6.13595 3.05252  0.36
H -0.42492 3.69375 3.72644  0.49
S 0.74065 -0.01455 4.63946  0.18
C 0.84849 -1.70751 4.70299  0.67
N 1.02467 -2.84327 4.89708  -0.68
C -7.44295 -1.45838 0.39867  -1.46
C -6.39820 -0.80727 1.19453  1.21
C -6.34560 0.56398 1.50729  -0.64
C -5.29320 1.07471 2.26358  -0.60
C -4.30367 0.21469 2.73966  0.40
C -4.33239 -1.14690 2.48800  -0.90
C -5.37921 -1.61616 1.70018  -0.63
S -2.90196 0.75807 3.75848  1.18
O -3.23089 0.57823 5.16030  -0.77
O -1.77798 -0.13489 3.29784  -0.62
O -2.61735 2.13458 3.23044  -0.65
H -8.33473 -0.82866 0.34517  0.37
H -7.64877 -2.40565 0.89657  0.39
H -7.09734 -1.67807 -0.59775  0.25
H -7.10466 1.26927 1.15392  0.27
H -5.28785 2.12993 2.56875  0.36
H -3.57524 -1.74771 2.95253  0.49
H -5.40741 -2.68352 1.43366  0.24

Force components x, y, z for each atom (eV/Å):
Sr 1.1 0.4 -1.3
N -0.2 -1.2 -0.3
C 1.9 2.3 0.3
S -0.9 -0.3 0.0
N -1.4 0.2 -0.2
N 1.7 0.1 -0.5
C -1.8 -1.0 1.2
C 0.8 -0.6 -1.0
C -0.1 1.0 0.4
C -0.6 -1.2 1.4
C 0.9 0.5 -0.4
C -0.5 -1.1 0.1
N -0.1 0.8 0.3
H -0.2 0.0 0.1
H -0.1 -0.3 0.0
H -0.5 -0.3 0.1
H 0.1 0.3 -0.3
H 0.1 -0.3 0.1
H -0.1 0.1 0.0
H 0.3 0.0 0.3
O -0.6 0.9 1.2
S 0.1 2.0 -1.7
O -0.6 -2.4 1.1
O 1.5 -1.0 -0.8
C 0.5 0.0 1.3
C -0.7 0.9 0.0
C 0.0 -1.0 0.1
C 0.4 0.8 -0.7
C -1.0 -1.1 0.0
C 1.1 -0.4 -0.9
P -1.2 2.3 1.4
C 0.5 -0.8 0.1
C -0.6 0.1 -0.7
C -0.2 0.0 0.0
C 0.1 0.1 0.8
C -0.2 -0.2 -0.8
C 0.4 0.1 0.2
C 0.8 -0.3 -0.5
C -0.3 0.0 0.3
C -0.2 0.3 -0.4
C 1.0 -0.5 0.8
C 0.2 0.3 0.1
C -0.5 0.2 -0.3
H 0.0 -0.1 0.3
H -0.3 0.6 -0.2
H 0.4 0.1 -0.1
H -0.2 -0.3 0.2
H 0.1 -0.1 -0.4
H 0.4 -0.2 0.1
H 0.0 0.3 -0.2
H 0.0 0.0 -0.2
H 0.5 -0.2 0.6
H -0.3 -0.3 0.1
H -0.2 -0.2 0.1
H -0.4 0.1 -0.1
H -0.4 -0.1 -0.3
H -0.1 0.3 0.0
C 0.1 0.2 0.4
N -1.0 -1.0 -0.4
C -1.2 1.9 0.4
C 2.2 -0.4 -0.1
N -0.9 0.1 -0.4
C 1.0 -0.5 -0.6
S 0.7 -0.4 0.4
C -0.6 0.8 -0.3
C 0.4 -0.5 0.6
C 0.0 -0.1 -0.3
C -0.4 -0.4 0.0
C 0.9 0.5 0.0
N 0.1 0.3 -0.3
H -0.5 0.3 -1.0
H -0.2 -0.1 0.4
H 0.5 0.3 0.0
H 0.4 -0.2 0.2
H 0.1 0.0 0.1
H -0.3 -0.1 -0.1
H -0.2 -0.3 0.2
H 0.3 -0.4 0.2
H -0.2 0.1 -0.1
S -0.7 0.4 -0.5
C 0.5 -1.7 0.5
N -0.4 1.3 -0.4
C -0.8 0.0 0.1
C 1.6 1.1 1.0
C 0.1 -0.2 -0.1
C 0.0 0.1 0.5
C 0.4 0.1 0.7
C -1.1 0.8 -0.4
C 0.3 -0.8 -0.1
S 1.0 1.5 -2.0
O 0.1 0.3 -0.6
O -1.7 0.1 1.2
O -0.5 -1.7 1.4
H -0.1 -0.3 -0.1
H -0.5 -0.1 -0.2
H 0.1 0.0 -0.5
H 0.1 -0.4 0.0
H 0.2 -0.5 -0.4
H 0.2 -0.5 -0.2
H 0.0 0.4 0.2

## Properties
HOMO energy (eV): -0.918
Total charge: -2
Maximum force (hartree/bohr): 0.0587
Frontier orbital gap (eV): 4.96